(1)
The following is a DFT calculation (wB97M-V/def2-TZVPD) of the molecule C6H12FN at a distorted geometry.

Results
- E_HOMO: -8.794 eV
- E: -10622.26119 eV
- Energy relative to the best compared isomer or geometry (same formula, charge and spin): 1.901 eV
- SMILES string: C[C@@H](F)[C@H]1CCN1C

Structure (XYZ):
```
20
Properties=species:S:1:pos:R:3:forces:R:3
F 0.81472 1.78426 1.42959 -0.312 0.107 0.023
N 0.26377 -1.41977 -0.46441 -1.102 0.748 -1.275
C -0.89051 -0.85537 1.18794 -0.534 -0.883 1.258
C -1.18815 -1.44110 -0.22734 -0.632 -0.441 0.178
C 0.56991 1.15275 0.21466 -2.215 -1.505 0.077
C 0.44045 -0.41222 0.57295 2.068 0.728 0.194
C 0.69426 -1.08437 -1.78526 -0.083 0.042 -1.831
C -0.60745 1.83048 -0.54186 0.338 0.466 -1.920
H 0.19295 -0.17327 -2.23977 1.051 -0.375 0.776
H 0.39289 -1.80890 -2.54799 -0.190 -0.620 0.478
H -1.59483 -2.48539 -0.34129 -0.004 1.194 0.214
H -1.52354 -0.00748 1.50453 0.186 -0.586 0.005
H -1.60299 1.68492 -0.15721 -0.175 -0.219 0.739
H -0.49893 2.93150 -0.70135 0.328 -0.721 0.657
H 1.79308 -1.12902 -1.86324 -0.324 0.704 0.127
H -0.86580 -1.67245 2.00304 0.216 1.481 -1.254
H 1.46655 1.21499 -0.32645 1.186 0.401 -1.043
H -1.79360 -0.67269 -0.79922 0.639 -0.963 0.131
H 1.46914 -0.63580 0.95749 -1.034 0.416 0.925
H -0.72489 1.49261 -1.63058 0.595 0.025 1.540
```
Forces are in eV/Å.

=====

(2)
The following is a DFT calculation (wB97M-V/def2-TZVPD) of a cluster of 3 separate species, C6H12INO in total at a distorted geometry.

Results
- E_HOMO (spin up / spin down): -7.116 / -7.115 eV
- E: -18049.32776 eV
- Energy relative to the best compared isomer or geometry (same formula, charge and spin): 4.080 eV

Structure (XYZ):
```
21
Properties=species:S:1:pos:R:3:forces:R:3
I -2.95290 -1.03903 2.81402 -0.380 -0.065 0.423
O -1.65757 1.66745 2.63867 0.633 0.483 -0.802
N -1.52812 0.39885 0.82262 -0.722 0.527 -0.669
C -2.09832 0.63014 1.92375 1.028 -1.136 0.324
C -1.53219 0.58221 -0.39433 -0.078 -0.190 -1.844
C 0.87028 -0.38324 -0.73214 -0.844 1.176 1.173
C -0.52840 0.07361 -1.34888 3.147 -0.492 1.049
C 2.13107 -0.72839 -1.65900 -3.534 -2.039 1.064
C 3.33488 -1.15689 -0.80715 -3.369 0.227 -2.919
H 3.88161 -1.73022 -1.43406 2.442 -1.801 -1.617
H -0.14157 0.80079 -1.99846 -0.772 1.457 -1.473
H 3.82212 -0.36325 -0.45503 2.163 3.252 1.232
H 2.30229 0.13979 -2.18613 0.760 1.991 -1.289
H -2.09838 1.62006 3.45248 -0.873 0.332 2.112
H -4.82750 1.73247 2.03818 1.284 2.157 -0.657
H 3.02118 -1.70490 -0.02532 -1.106 -2.125 2.741
H -4.40756 2.42560 1.82644 -1.311 -2.139 0.645
H -0.87874 -0.76875 -1.89412 -0.898 -0.453 -0.689
H 0.46749 -1.17463 -0.12080 0.999 -0.992 0.507
H 1.04916 0.47121 0.02417 0.539 -1.263 -1.128
H 1.77116 -1.49289 -2.48489 0.891 1.094 1.817
```
Forces are in eV/Å.

=====

(3)
The following is a DFT calculation (wB97M-V/def2-TZVPD) of a structure of composition C6H12InO12S3 at a distorted geometry.

Results
- E_HOMO: -19.027 eV
- Charge: +3
- E: -68625.51543 eV
- Energy relative to the best compared isomer or geometry (same formula, charge and spin): 0.000 eV

Structure (XYZ):
```
34
Properties=species:S:1:pos:R:3:forces:R:3
In 2.07532 -0.12560 -0.08589 0.039 0.116 -0.037
S 2.20656 2.55756 3.25683 0.470 0.862 0.026
S 1.26966 -2.36650 -3.62907 -0.998 -1.132 -0.603
S -1.75291 1.68441 0.22988 -0.853 0.041 -0.959
O 1.74805 -3.92049 -3.44810 0.189 1.846 0.033
O 1.94622 2.23603 4.79864 0.600 -0.001 -0.791
O -2.37596 0.34810 -0.40604 1.172 0.681 0.181
O 1.93611 -1.48021 -2.73525 0.561 -0.149 0.034
O -2.62484 1.60618 1.56123 0.125 0.571 -0.075
O -0.36956 1.49554 0.55189 0.095 -0.704 0.405
O -2.05969 2.84227 -0.54585 -0.288 -0.855 0.632
O 0.67892 3.20971 3.01512 0.385 -0.574 -0.226
O 1.85021 -2.19656 -5.10996 -0.561 0.156 0.728
O 2.21788 1.36116 2.44477 -0.479 0.631 0.595
O -0.16080 -2.31198 -3.65370 0.949 -0.313 -0.090
O 3.18982 3.56298 3.07779 -1.002 -0.939 0.260
C -0.13460 2.95813 4.13613 0.330 0.674 0.037
C -3.72488 0.15019 0.06955 0.340 0.660 -0.338
C 0.57840 1.88816 4.91603 -1.146 -0.926 0.150
C -3.70700 0.67316 1.47744 -0.460 -0.568 1.116
C 2.10742 -3.43684 -5.73736 0.375 0.161 -0.754
C 2.45854 -4.40533 -4.59850 -0.967 0.314 -0.326
H -1.19814 2.85655 3.91502 0.080 -0.216 -0.474
H 1.28719 -3.76867 -6.40427 -0.529 -0.019 0.519
H 0.42265 0.90934 4.43294 -0.044 0.026 -0.150
H -4.66082 1.07336 1.83970 0.163 0.738 -0.393
H -4.31106 0.84007 -0.55493 -0.509 -0.548 -0.069
H 3.54955 -4.28696 -4.51408 0.068 -0.423 0.607
H 2.08577 -5.42389 -4.66954 0.550 -0.183 -0.464
H 0.18324 1.76462 5.92298 0.766 0.407 0.296
H -0.07585 3.90946 4.71766 -0.069 0.054 0.243
H -3.54714 -0.09160 2.25379 0.493 -0.247 -0.280
H -3.95277 -0.90673 -0.02758 -0.245 0.110 -0.182
H 2.86448 -3.20561 -6.49728 0.400 -0.252 0.348
```
Forces are in eV/Å.

=====

(4)
The following is a DFT calculation (wB97M-V/def2-TZVPD) of the ion C6H12N with charge +1 at a distorted geometry.

Results
- E_HOMO: -13.070 eV
- Charge: +1
- E: -7896.74139 eV
- Energy relative to the best compared isomer or geometry (same formula, charge and spin): 3.320 eV
- SMILES string: C[C@@]12C[NH2+][C@]1(C)C2

Structure (XYZ):
```
19
Properties=species:S:1:pos:R:3:forces:R:3
N 0.91412 1.34905 0.01281 -0.388 -1.142 0.477
C 1.69467 -1.07004 0.64996 -0.202 -0.587 2.290
C -0.81067 0.03254 -0.38562 1.487 -0.428 0.416
C -1.97285 -0.66709 0.33334 -0.435 -1.615 -0.005
C 0.97110 -0.15431 -0.25539 -3.436 -0.116 1.944
C -0.59004 1.45766 0.02268 -1.358 2.830 -0.493
C 0.16563 -0.39014 -1.48565 0.120 2.522 1.257
H -2.56897 0.13082 0.78689 -0.040 -0.233 -0.108
H -2.68469 -1.38802 -0.17704 0.957 1.328 -0.427
H 1.27673 1.61156 0.94348 0.436 0.048 -1.033
H 2.77140 -0.91124 0.96065 -1.100 0.180 -1.004
H 1.39062 1.62870 -0.81413 0.737 2.012 -0.317
H -0.92312 1.76355 1.04104 0.573 -0.948 -0.337
H -0.09375 -1.36154 -1.71036 0.270 -2.225 -0.663
H -1.70996 -1.36778 1.16478 0.612 0.904 -0.299
H -1.10489 2.38571 -0.54631 1.578 -2.200 0.359
H 1.16343 -1.28044 1.66090 0.574 0.684 -1.522
H 0.53036 0.21531 -2.31539 -0.952 0.069 -0.425
H 1.58087 -1.98428 0.11336 0.566 -1.082 -0.112
```
Forces are in eV/Å.

=====

(5)
The following is a DFT calculation (wB97M-V/def2-TZVPD) of the ion C6H12N with charge +1 at a distorted geometry.

Results
- E_HOMO: -13.070 eV
- Charge: +1
- E: -7895.38264 eV
- Energy relative to the best compared isomer or geometry (same formula, charge and spin): 4.679 eV

Structure (XYZ):
```
19
Properties=species:S:1:pos:R:3:forces:R:3
N -1.54185 0.01849 0.04863 -0.136 1.816 0.309
C 3.07175 0.11191 -0.68092 1.137 -0.660 -1.136
C -2.06669 -1.25773 0.34202 -3.564 -1.338 -2.371
C 0.98580 -0.04404 0.53706 -3.666 0.923 0.050
C -0.26466 0.33317 0.20373 1.478 -1.313 0.637
C -2.56766 1.07176 -0.21418 1.779 0.520 0.814
C 2.35402 0.20643 0.62643 1.545 -0.022 1.517
H -2.85271 -1.61256 -0.50501 1.881 0.967 1.635
H 2.19631 1.26014 1.09702 0.516 -1.087 -0.494
H 2.64792 0.65443 -1.54962 -0.001 -0.139 0.797
H -2.32119 2.14607 -0.17106 0.895 -0.709 -0.055
H -3.35258 0.98481 0.45808 -1.328 -0.510 1.696
H 4.13425 0.38184 -0.57654 -0.400 -0.055 -0.066
H 2.99260 -0.37248 1.43306 -1.678 1.206 -1.035
H -2.66286 -1.36008 1.24396 0.301 0.454 0.443
H -2.98447 0.85667 -1.12347 -0.901 -0.367 -2.591
H -1.30000 -1.94948 0.30253 1.484 -1.594 0.181
H -0.07920 1.36741 0.03547 0.385 1.414 -0.050
H 3.03081 -0.96854 -0.91278 0.277 0.493 -0.281
```
Forces are in eV/Å.

=====

(6)
The following is a DFT calculation (wB97M-V/def2-TZVPD) of the ion C6H12N with charge +1 at a distorted geometry.

Results
- E_HOMO: -12.489 eV
- Charge: +1
- E: -7892.31428 eV
- Energy relative to the best compared isomer or geometry (same formula, charge and spin): 7.747 eV

Structure (XYZ):
```
19
Properties=species:S:1:pos:R:3:forces:R:3
N 0.00760 -0.24712 -0.84764 -3.972 0.179 2.202
C 0.29082 0.54745 3.00416 1.353 1.809 -1.058
C -1.01064 -1.14734 -1.67517 1.939 3.708 -1.789
C 0.01456 0.57759 1.54243 0.756 0.314 0.946
C -0.03610 1.20103 -1.07968 0.556 3.090 -2.597
C 1.02242 0.28741 -1.73733 -0.855 -1.207 -1.324
C -0.06607 -0.55347 0.66779 2.425 -4.050 0.673
H 1.95287 0.63448 -1.35584 1.006 -0.907 0.113
H -0.93152 -1.29113 0.77003 0.877 1.232 0.243
H -0.80632 0.50548 3.15597 -0.210 0.243 0.991
H 0.77401 1.54552 3.35824 -1.660 -1.260 -0.715
H 0.54308 1.85248 -0.34286 -1.018 -1.704 -0.571
H -0.80671 2.01050 -1.50856 0.977 -3.070 0.437
H 0.87672 -0.54653 -2.54520 1.460 3.040 0.349
H -0.85405 -0.86218 -2.77024 -0.713 0.153 1.547
H 0.89423 -0.15771 3.58858 -0.676 -0.953 -0.658
H -0.75883 -2.14567 -1.71584 0.787 -2.246 1.031
H -1.98131 -0.92044 -1.35372 -1.288 0.133 0.499
H 0.87524 -1.29035 0.84489 -1.746 1.497 -0.319
```
Forces are in eV/Å.